[1]
{
  "formula": "C8H17BrN2O5V",
  "method": "ωB97M-V/def2-TZVPD",
  "multiplicity": 2,
  "lumo_energy_ev": [0.59, 0.59],
  "e_tot_ev": -117523.5682,
  "relative_energy_ev": 0.0000,
  "symbols": ["O", "V", "C", "C", "O", "O", "H", "H", "H", "Br", "C", "O", "N", "C", "C", "H", "H", "H", "H", "H", "H", "H", "C", "O", "N", "C", "C", "H", "H", "H", "H", "H", "H", "H"],
  "coordinates": [[-29.8259, 3.1201, 1.3217], [-28.8064, 3.8951, 0.4128], [-27.2721, 7.5543, 1.3010], [-27.8213, 6.2207, 0.9541], [-28.4109, 5.5223, 1.8397], [-27.6634, 5.7469, -0.2048], [-27.5987, 8.2917, 0.5640], [-26.1844, 7.5177, 1.2307], [-27.5857, 7.8551, 2.2942], [-28.5227, 2.6808, -1.8121], [-31.0531, 6.0840, -0.7085], [-30.3598, 5.1417, -0.3666], [-31.3640, 6.3657, -1.9731], [-32.3523, 7.3863, -2.2990], [-30.8742, 5.5117, -3.0486], [-31.4746, 6.7889, 0.0220], [-33.3168, 6.9311, -2.5307], [-32.0250, 7.9331, -3.1844], [-32.4428, 8.0928, -1.4793], [-31.6146, 4.7527, -3.3054], [-30.6741, 6.1356, -3.9180], [-29.9587, 5.0201, -2.7337], [-26.1168, 2.2632, 1.2915], [-27.1778, 2.8708, 1.2154], [-25.0015, 2.7759, 1.7953], [-23.7690, 2.0328, 1.8031], [-24.9466, 4.1618, 2.2166], [-26.0278, 1.2235, 0.9572], [-23.4647, 1.7656, 2.8161], [-22.9750, 2.6163, 1.3307], [-23.8773, 1.1239, 1.2120], [-24.6950, 4.2232, 3.2790], [-24.2029, 4.6997, 1.6304], [-25.9300, 4.6047, 2.0950]],
  "mulliken_charge": [-0.508, 1.070, -1.254, 1.288, -0.642, -0.698, 0.352, 0.270, 0.321, -0.531, 0.155, -0.496, 0.134, -0.861, -0.809, 0.371, 0.325, 0.296, 0.303, 0.304, 0.342, 0.136, 0.180, -0.558, 0.146, -0.888, -0.656, 0.337, 0.312, 0.313, 0.314, 0.331, 0.341, -0.040]
}

[2]
{
  "formula": "C8H17CsF3NO3",
  "method": "ωB97M-V/def2-TZVPD",
  "multiplicity": 2,
  "lumo_energy_ev": [-3.41, -6.28],
  "e_tot_ev": -24895.0490,
  "total_charge": 1,
  "symbols": ["Cs", "C", "O", "O", "C", "F", "F", "F", "C", "C", "H", "H", "H", "H", "H", "H", "C", "C", "C", "O", "C", "N", "H", "H", "H", "H", "H", "H", "H", "H", "H", "H", "H"],
  "coordinates": [[12.8369, -14.0222, -27.9590], [15.5746, -12.9313, -30.3968], [14.9855, -12.1114, -31.4607], [15.4591, -12.1392, -29.2193], [15.3628, -14.5583, -30.4688], [15.9639, -15.2201, -31.4755], [15.8947, -15.1050, -29.3606], [14.0823, -14.9419, -30.5126], [15.2467, -12.6646, -32.8289], [15.1068, -11.5957, -33.8776], [14.8030, -11.8731, -34.8869], [14.3596, -10.8632, -33.5721], [15.9970, -10.9685, -33.8294], [14.5393, -13.4718, -33.0190], [16.1988, -13.1870, -32.9228], [16.6603, -12.9303, -30.4925], [15.7716, -13.9587, -25.6971], [16.7859, -12.8813, -25.5441], [17.6407, -13.1427, -24.3095], [16.7863, -13.0010, -23.1704], [17.4734, -12.9048, -21.9282], [17.4872, -12.8551, -26.8220], [15.3917, -13.8772, -26.7155], [14.8560, -13.9195, -25.1069], [16.1462, -14.9556, -25.4649], [16.1839, -11.9798, -25.4298], [18.4827, -12.4540, -24.2408], [18.0484, -14.1489, -24.4075], [17.9630, -11.9369, -22.0360], [18.1008, -13.7905, -21.8280], [16.7972, -12.8391, -21.0758], [16.7580, -12.6441, -27.4882], [17.9449, -13.7514, -26.9069]],
  "mulliken_charge": [1.070, 0.137, -0.338, -0.330, 0.616, -0.219, -0.238, -0.268, -0.159, -1.284, 0.365, 0.327, 0.317, 0.289, 0.328, 0.339, -0.233, 0.228, -0.769, -0.301, -0.713, -0.661, -0.723, 0.435, 0.299, 0.319, 0.438, 0.336, 0.315, 0.288, 0.233, 0.267, 0.289]
}

[3]
{
  "formula": "C8H17FN4",
  "method": "ωB97M-V/def2-TZVPD",
  "multiplicity": 3,
  "lumo_energy_ev": [-7.23, -10.50],
  "e_tot_ev": -17223.9712,
  "total_charge": 2,
  "symbols": ["C", "C", "C", "C", "C", "C", "C", "C", "N", "N", "N", "N", "F", "H", "H", "H", "H", "H", "H", "H", "H", "H", "H", "H", "H", "H", "H", "H", "H", "H"],
  "coordinates": [[0.3767, -0.5328, -0.3019], [1.7462, 1.1764, 0.5263], [2.5909, -1.1593, 0.7415], [-4.2309, 0.9015, -1.2486], [2.9078, 1.6034, -0.2827], [3.8625, -0.7774, -0.1441], [-3.4891, 0.3022, -0.1166], [-5.8839, -0.3236, 0.6809], [1.4569, -0.2249, 0.3591], [-4.7347, 0.2495, 0.0572], [0.0768, -1.8380, -0.5602], [4.1265, 0.6519, -0.1320], [-2.5935, -0.1241, 0.6902], [1.8225, 1.3106, 1.6796], [0.9064, 1.7757, 0.1664], [2.2238, -2.0876, 0.4111], [2.8743, -1.1076, 1.7494], [-4.5412, 1.9050, -1.3153], [-4.4891, 0.3502, -2.1379], [2.5506, 1.7494, -1.2441], [3.2638, 2.6095, -0.0911], [4.7580, -1.0516, 0.3574], [3.8026, -1.1795, -1.2008], [-5.7868, -1.4466, 0.5831], [-5.7880, -0.2300, 1.7027], [-6.8238, 0.1230, 0.3594], [-0.8700, -1.9040, -0.9397], [0.4453, -2.6513, 0.0020], [4.7181, 0.8749, -0.9538], [4.7212, 1.0547, 0.6026]],
  "mulliken_charge": [0.465, -0.699, -0.425, -0.393, -0.744, -0.585, 0.094, -0.757, 0.039, -0.073, -0.328, -0.175, -0.267, 0.327, 0.431, 0.237, 0.323, 0.277, 0.273, 0.414, 0.463, 0.416, 0.324, 0.318, 0.324, 0.274, 0.357, 0.273, 0.374, 0.442]
}

[4]
{
  "formula": "C8H17I2NO4P",
  "method": "ωB97M-V/def2-TZVPD",
  "lumo_energy_ev": -2.94,
  "smiles": "C[C@H](I)[C@H](I)[N@@H+]1CCO[C@](C)(O)[C@H]1P(O)O",
  "e_tot_ev": -43736.0170,
  "total_charge": 1,
  "symbols": ["C", "C", "I", "C", "I", "N", "C", "C", "O", "C", "C", "O", "C", "P", "O", "O", "H", "H", "H", "H", "H", "H", "H", "H", "H", "H", "H", "H", "H", "H", "H", "H", "H"],
  "coordinates": [[-2.3725, 1.0886, 1.8516], [-0.8565, 1.1665, 1.8330], [-0.1606, 2.1462, 3.6117], [-0.1557, 1.8578, 0.6650], [-1.0005, 3.7084, 0.0483], [0.0429, 0.9664, -0.5635], [-1.2256, 0.6463, -1.3346], [-1.3996, -0.8473, -1.5083], [-1.1123, -1.4800, -0.2784], [0.2769, -1.5915, -0.0397], [0.8895, -2.6978, -0.8865], [0.4155, -1.9250, 1.3140], [0.9732, -0.2003, -0.2288], [2.3867, -0.1359, -1.5036], [2.6483, 1.4872, -1.3735], [3.5610, -0.7956, -0.6056], [-2.7521, 0.4838, 1.0261], [-2.6966, 0.6113, 2.7738], [-2.8234, 2.0796, 1.8034], [-0.4309, 0.1661, 1.9137], [0.8604, 2.1183, 0.9453], [0.6051, 1.5728, -1.1730], [-1.1765, 1.1669, -2.2885], [-2.0491, 1.0631, -0.7657], [-0.7735, -1.2465, -2.3106], [-2.4381, -1.0598, -1.7535], [0.9311, -2.4568, -1.9490], [1.9026, -2.9101, -0.5474], [0.2879, -3.5947, -0.7462], [-0.4199, -2.2997, 1.6266], [1.3988, 0.0492, 0.7458], [3.2307, 1.7642, -0.6491], [3.4325, -0.9016, 0.3474]],
  "mulliken_charge": [-1.357, 0.120, 0.215, -1.523, 0.269, 0.096, -0.555, -0.588, -0.474, 1.007, -1.775, -0.536, -0.770, 0.118, -0.537, -0.447, 0.302, 0.465, 0.386, 0.380, 0.828, 0.599, 0.411, 0.351, 0.290, 0.450, 0.408, 0.488, 0.405, 0.422, 0.804, 0.349, 0.401]
}

[5]
{
  "formula": "C8H17IN",
  "method": "ωB97M-V/def2-TZVPD",
  "lumo_energy_ev": -4.29,
  "e_tot_ev": -18153.7142,
  "relative_energy_ev": 0.3726,
  "total_charge": 1,
  "symbols": ["C", "C", "C", "C", "C", "C", "C", "C", "N", "I", "H", "H", "H", "H", "H", "H", "H", "H", "H", "H", "H", "H", "H", "H", "H", "H", "H"],
  "coordinates": [[1.0699, 1.0636, 0.9106], [1.1133, 1.2844, -0.4251], [-1.7039, -1.1997, -0.1571], [0.3093, 1.8226, 1.9867], [2.2739, 0.7394, -1.2388], [0.0739, 2.1592, -1.2548], [-2.5243, -2.3029, -0.7312], [0.2089, -2.6279, 0.0792], [-0.5147, -1.3405, 0.2699], [-3.0627, 0.5376, 0.1472], [1.7288, 0.3461, 1.3308], [-0.1186, 1.0530, 2.7283], [-0.4205, 2.5392, 1.6507], [0.9056, 2.4649, 2.6552], [3.1933, 0.3592, -0.6201], [2.5939, 1.4831, -1.9897], [2.1608, -0.1604, -1.9275], [-0.2772, 1.7675, -2.2050], [0.5895, 3.1237, -1.3874], [-0.7085, 2.2609, -0.4811], [-1.8585, -2.9395, -1.3026], [-3.3828, -1.8769, -1.3488], [-2.8778, -2.8317, 0.1702], [0.7550, -2.6624, -0.8849], [0.8953, -2.7584, 0.8371], [-0.5894, -3.4480, 0.2552], [0.0906, -0.5122, 0.6691]],
  "mulliken_charge": [-0.878, 1.221, 0.666, -1.070, -1.350, -1.065, -1.391, -1.061, 0.075, 0.224, 0.523, 0.270, 0.319, 0.350, 0.319, 0.377, 0.258, 0.328, 0.421, 0.066, 0.426, 0.452, 0.413, 0.299, 0.384, 0.427, -0.005]
}

[6]
{
  "formula": "C8H17N2",
  "method": "ωB97M-V/def2-TZVPD",
  "lumo_energy_ev": -3.02,
  "e_tot_ev": -11541.6900,
  "relative_energy_ev": 4.5049,
  "total_charge": 1,
  "symbols": ["C", "C", "C", "C", "C", "C", "C", "C", "N", "N", "H", "H", "H", "H", "H", "H", "H", "H", "H", "H", "H", "H", "H", "H", "H", "H", "H"],
  "coordinates": [[-1.7737, 2.1801, -1.1366], [0.4069, 1.4698, -0.9186], [-0.4396, 1.0276, 0.1855], [1.5704, 2.4221, -0.5847], [-0.7883, -2.5322, 1.6414], [1.5739, -2.3309, 0.9831], [-0.2919, -1.9283, -0.6207], [0.1901, -2.3298, 0.5280], [-0.6344, 2.1157, -1.7667], [-1.7549, 1.6181, 0.0638], [-2.6492, 2.7022, -1.4861], [0.8750, 0.8411, -1.7074], [0.1069, 1.0157, 1.0827], [1.4026, 3.1953, 0.1590], [1.9838, 3.0085, -1.4881], [2.5611, 1.9126, -0.4374], [-0.8748, -3.5609, 1.9824], [-1.8690, -2.3706, 1.2764], [-0.6121, -1.8813, 2.4224], [1.5333, -1.3460, 1.4790], [1.6956, -3.1387, 1.8322], [2.4050, -2.4289, 0.2783], [0.3014, -1.6860, -1.4542], [-0.7686, -0.4698, 0.2999], [-1.3640, -1.5510, -0.6951], [-0.2813, 2.4202, -2.6539], [-2.5042, 1.6254, 0.7354]],
  "mulliken_charge": [-0.218, 0.692, -0.434, -1.478, -1.213, -1.164, -1.076, 0.800, -0.128, -0.045, 0.435, 0.169, 0.477, 0.357, 0.370, 0.366, 0.415, 0.318, 0.409, 0.223, 0.309, 0.369, 0.401, -0.287, 0.478, 0.234, 0.220]
}